--- i ---
59
Properties=species:S:1:pos:R:3:mulliken_charge:R:1 method="wB97M-V/def2-TZVPD" total_charge=0 homo_ev=-9.112 homo_lumo_gap_ev=8.96 smiles="O=C(O)C[C@@H]1CCC[C@H]1C(=O)c1ccccc1.CNC(=O)[C@@H]1CCCN1C(C)=O"
O -3.875 0.856 -0.335 -0.648
O 6.126 0.283 -0.648 -0.581
O 2.676 0.198 -0.472 -0.691
O -5.624 -0.060 -3.854 -0.683
O 5.494 -0.665 1.306 -0.430
C -3.000 0.007 -0.447 0.782
C 5.729 0.392 0.498 0.394
C 2.471 0.286 0.736 0.074
C -5.004 -0.482 -2.882 -0.026
C 0.100 -2.751 2.672 -0.332
C 0.373 -2.835 1.305 -0.669
C 0.607 -1.684 3.415 -0.925
C 1.151 -1.853 0.683 -0.237
C 1.381 -0.700 2.794 -0.275
C 1.666 -0.761 1.413 0.446
N -5.627 -1.055 -1.844 -0.063
N -2.785 -0.665 -1.597 0.101
C -2.162 -0.320 0.775 -0.932
C -7.076 -1.204 -1.733 -0.944
C 5.509 1.789 1.069 -0.945
C -1.683 -1.589 -1.832 -0.148
C 2.436 3.932 1.591 -0.731
C 1.832 2.536 1.708 -0.734
C 3.934 3.733 1.410 -0.962
C -1.444 -1.573 -3.340 -0.769
C 2.976 1.531 1.499 0.304
C 4.091 2.337 0.808 -0.128
C -2.848 -1.331 -3.888 -0.861
C -3.467 -0.367 -2.867 0.419
H 5.673 -1.439 0.750 0.339
H -0.500 -3.516 3.157 0.415
H -0.013 -3.668 0.724 0.384
H 0.399 -1.618 4.479 0.409
H 1.358 -1.942 -0.381 0.457
H 1.746 0.110 3.416 0.329
H -5.062 -1.300 -1.047 0.173
H -1.144 0.028 0.615 -0.028
H -2.584 0.191 1.640 0.427
H -2.171 -1.393 0.952 0.301
H -7.522 -0.237 -1.495 0.300
H -7.486 -1.551 -2.684 0.304
H -7.326 -1.921 -0.950 0.338
H 6.244 2.464 0.621 0.448
H 5.704 1.756 2.144 0.427
H -1.973 -2.591 -1.511 0.234
H -0.776 -1.276 -1.318 -0.121
H 2.222 4.540 2.476 0.326
H 2.019 4.442 0.716 0.285
H 1.057 2.411 0.943 0.197
H 1.366 2.394 2.689 0.350
H 4.366 4.503 0.763 0.447
H 4.428 3.785 2.386 0.344
H -1.023 -2.514 -3.693 0.413
H -0.796 -0.735 -3.602 0.349
H 3.362 1.215 2.472 0.819
H 3.910 2.393 -0.273 0.456
H -2.826 -0.896 -4.888 0.330
H -3.398 -2.274 -3.893 0.355
H -3.211 0.655 -3.152 0.387

---

--- ii ---
59
Properties=species:S:1:pos:R:3:mulliken_charge:R:1 method="wB97M-V/def2-TZVPD" total_charge=0 homo_ev=-8.395 homo_lumo_gap_ev=8.43 smiles="CCCCc1cc(=O)oc2c(C)c(OCC(=O)NCCN3CCOCC3)ccc12"
C -1.854 -1.566 -4.790 -1.570
C -1.582 -1.346 -3.307 -0.149
C -0.150 -1.695 -2.901 0.343
H 0.103 -2.678 -3.302 0.494
H -0.101 -1.758 -1.813 -0.519
C 0.895 -0.682 -3.395 -1.498
C 0.740 0.650 -2.727 0.781
C 0.085 1.658 -3.346 -0.334
C -0.113 2.958 -2.744 -0.113
O -0.719 3.877 -3.238 -0.646
O 0.443 3.151 -1.506 -0.581
C 1.123 2.176 -0.860 0.483
C 1.666 2.518 0.381 0.548
C 2.354 1.541 1.103 1.178
C 2.483 0.249 0.590 -1.667
C 1.961 -0.062 -0.645 -0.473
C 1.277 0.889 -1.407 0.829
H 2.088 -1.064 -1.023 0.362
H 2.993 -0.520 1.148 0.385
O 2.864 1.948 2.305 -0.542
C 3.401 0.972 3.173 -0.641
C 2.326 -0.039 3.603 0.629
O 2.543 -1.225 3.716 -0.654
N 1.137 0.552 3.838 -0.068
H 1.064 1.540 3.640 0.297
C -0.096 -0.194 3.889 -1.156
C -0.787 -0.144 2.516 0.055
N -1.977 -0.972 2.502 0.165
C -1.712 -2.384 2.260 -0.852
H -2.608 -2.936 2.557 0.372
C -1.407 -2.679 0.785 -0.099
O -2.431 -2.206 -0.066 -0.439
C -2.661 -0.825 0.122 0.310
C -3.012 -0.524 1.584 -1.174
H -3.929 -1.062 1.844 0.359
H -3.183 0.545 1.720 0.459
H -1.767 -0.252 -0.176 -0.169
H -3.487 -0.563 -0.540 0.497
H -0.447 -2.217 0.503 -0.060
H -1.343 -3.754 0.612 0.429
H -0.877 -2.711 2.880 0.345
H -1.082 0.890 2.314 0.421
H -0.044 -0.431 1.755 -0.064
H 0.162 -1.220 4.154 0.348
H -0.753 0.218 4.657 0.216
H 4.248 0.440 2.728 0.349
H 3.754 1.526 4.047 0.376
C 1.507 3.903 0.928 -1.762
H 0.639 3.955 1.584 0.248
H 2.387 4.178 1.504 0.395
H 1.359 4.610 0.117 0.459
H -0.327 1.544 -4.336 0.419
H 1.895 -1.077 -3.204 0.508
H 0.787 -0.554 -4.472 0.514
H -1.792 -0.306 -3.048 0.198
H -2.259 -1.973 -2.723 0.373
H -1.235 -0.920 -5.407 0.321
H -1.653 -2.599 -5.065 0.347
H -2.895 -1.349 -5.016 0.419

---

Which is more stable than every other structure shown? i is more stable than every other one.